Formula: C10H16N2O3
Source: the OMol25 dataset
Level of theory: ωB97M-V/def2-TZVPD

```
31
Properties=species:S:1:pos:R:3:mulliken_charge:R:1
C 3.77018 -1.00762 0.37373 -0.410
H -4.30625 1.71313 1.41013 0.368
C 1.08210 -1.08651 -0.37361 -0.540
H -2.09125 2.27521 0.38362 0.167
H 2.07210 1.45394 -1.39973 0.253
H 2.09851 -1.47756 1.50033 0.313
H 1.34476 -1.03597 -1.40094 0.311
C -2.62889 1.28861 0.22270 -0.327
H 4.25033 -1.37620 1.22335 0.420
H -4.16152 -2.12185 -0.18562 0.210
H -5.40079 -0.42463 0.93384 0.438
C 0.91528 0.35919 0.00816 0.202
H 1.31997 3.44745 -0.54716 0.281
C -3.80287 0.97371 0.83069 -0.518
N 1.67729 1.44465 -0.46260 0.099
H 0.52058 1.39043 1.55817 0.464
C -2.64093 -0.80114 -0.93539 -0.310
H 0.06985 2.42291 -0.21462 0.199
O 4.37815 -1.32698 -0.84551 -0.513
H 3.60902 0.09855 0.45476 0.211
H 0.12778 -1.55615 -0.20241 0.349
C -4.42973 -0.22114 0.58072 -0.502
H -2.30993 -1.48997 -1.74213 0.381
O -0.76587 0.67027 -1.21248 -0.759
O 0.33814 0.52095 1.16565 -0.391
C -2.00432 0.45153 -0.72237 0.653
H 2.22539 -2.78063 0.16462 0.331
N 1.04913 2.69522 -0.02360 -0.696
C 2.28887 -1.69495 0.40777 -0.627
C -3.79725 -1.05347 -0.28112 -0.367
H 5.20218 -1.75095 -0.66894 0.311
```

## Properties
* highest occupied orbital energy: -0.2648 hartree
* spin multiplicity: 1
* net charge: 0
* strongest force on any atom: 4.62 eV Å⁻¹
* frontier orbital gap: 7.8 eV
* ΔE to the lowest compared entry with this formula, charge and spin: 4.2400 eV